A single C5H12N2O molecule at a distorted geometry, computed with the ωB97M-V functional and the def2-TZVPD basis.

As for the energy relative to the best compared isomer or geometry (same formula, charge and spin): 102.07 kJ/mol. The total energy is -382.46365 Eh. Its multiplicity is 1. The frontier orbital gap comes out at 0.3720 Ha.

Each line ends with the Mulliken charge.
Cartesian coordinates (Å):
C  0.9997  0.7057  2.1044  -1.087
C  0.2231  -0.0045  0.9930  -0.366
C  0.1454  0.7760  -0.3685  0.309
N  1.3608  1.3789  -0.8344  -0.525
C  -0.2949  -0.1624  -1.4970  -1.115
N  -1.6031  -0.7905  -1.3179  -0.162
C  -1.7139  -1.9668  -0.6267  -0.010
O  -0.8120  -2.7492  -0.4548  -0.520
H  1.6465  -0.0066  2.6252  0.268
H  0.3430  1.1214  2.8550  0.304
H  1.6375  1.4908  1.7098  0.276
H  0.6500  -0.9651  0.7219  0.298
H  -0.8109  -0.1790  1.2851  0.276
H  -0.6610  1.5023  -0.2388  0.158
H  1.9627  0.7335  -1.3197  0.206
H  1.9069  1.9729  -0.2186  0.245
H  0.4293  -0.9650  -1.6227  0.515
H  -0.3434  0.4225  -2.4088  0.279
H  -2.3391  -0.1228  -1.1297  0.285
H  -2.7266  -2.1923  -0.2567  0.368

Forces on atoms 1 to 6 (eV/Å):
0.1 -0.6 -0.1
0.1 0.5 -1.1
-0.3 -0.8 1.0
0.3 0.7 -0.4
-0.3 -0.1 -0.2
0.1 0.4 0.8

=====

A single C5H12N2O molecule at a distorted geometry, computed with the ωB97M-V functional and the def2-TZVPD basis.

As for the energy relative to the best compared isomer or geometry (same formula, charge and spin): 124.86 kJ/mol. The total energy is -382.45497 Eh. Its multiplicity is 1. The frontier orbital gap comes out at 0.3706 Ha.

Each line ends with the Mulliken charge.
Cartesian coordinates (Å):
C  -1.7501  -2.4686  -0.6711  -0.903
N  -1.3247  -1.4642  0.2838  -0.339
C  -0.0963  -0.7698  -0.0913  0.387
C  1.1419  -1.6519  -0.2493  -1.515
C  0.1276  0.4178  0.8567  -0.890
N  -0.2911  1.6945  0.2794  -0.244
C  0.6266  2.4844  -0.3537  0.081
O  1.7920  2.5873  -0.0424  -0.543
H  -1.2040  -3.4198  -0.6968  0.309
H  -1.7713  -2.0519  -1.6788  0.332
H  -2.7702  -2.8018  -0.4432  0.323
H  -1.1865  -1.9065  1.1894  0.271
H  -0.3204  -0.3097  -1.0560  0.288
H  1.4198  -2.0150  0.7426  0.359
H  0.8845  -2.5130  -0.8629  0.404
H  1.9819  -1.1339  -0.7104  0.393
H  -0.4271  0.2467  1.7811  0.290
H  1.1671  0.5616  1.1290  0.397
H  -1.2299  1.7578  -0.0918  0.279
H  0.2343  3.0647  -1.2016  0.322

Forces on atoms 1 to 6 (eV/Å):
-0.8 -0.6 -0.1
0.3 -0.2 0.2
0.1 0.6 -0.5
-0.5 -0.2 0.3
-0.2 0.3 0.4
-0.1 -0.1 -0.5

=====

A single C5H12N2O molecule at a distorted geometry, computed with the ωB97M-V functional and the def2-TZVPD basis.

As for the energy relative to the best compared isomer or geometry (same formula, charge and spin): 808.80 kJ/mol. The total energy is -382.19447 Eh. Its multiplicity is 1. The frontier orbital gap comes out at 0.2236 Ha.

Each line ends with the Mulliken charge.
Cartesian coordinates (Å):
C  0.1730  -1.2794  -0.7106  -0.648
C  1.5758  -0.8669  -0.1495  -0.789
C  1.8938  0.6531  -0.6982  -0.499
N  1.3122  1.5264  0.2012  -0.596
C  -0.8531  -0.1669  -0.4327  0.430
N  -0.8896  -0.0862  1.0756  -0.372
C  -2.3876  0.0907  1.3401  -0.897
O  -1.6570  0.1321  -1.4160  -0.569
H  0.4691  -1.4989  -1.7352  0.316
H  -0.1755  -2.2033  -0.2829  0.353
H  2.3757  -1.5801  -0.2345  0.501
H  1.2740  -0.7685  0.8864  0.376
H  2.9888  0.5193  -0.7265  0.358
H  1.4509  0.9145  -1.6819  0.329
H  1.4262  2.5330  0.0315  0.158
H  -0.4399  0.8004  1.2843  0.364
H  -0.3212  0.8401  -0.6836  0.199
H  -2.8027  -0.8636  1.0359  0.319
H  -2.6245  0.5296  2.3111  0.330
H  -2.7884  0.7747  0.5859  0.336

Forces on atoms 1 to 6 (eV/Å):
2.4 0.3 -1.2
-2.6 2.0 0.0
0.8 -3.3 -0.4
-2.1 0.5 1.1
1.1 -2.5 -1.1
-3.8 1.0 -1.3

=====

A molecular structure, C5H12N2O, computed with the ωB97M-V functional and the def2-TZVPD basis.

As for the energy relative to the best compared isomer or geometry (same formula, charge and spin): 266.91 kJ/mol. The total energy is -382.40087 Eh. Its multiplicity is 1. The frontier orbital gap comes out at 0.3194 Ha.

Each line ends with the Mulliken charge.
Cartesian coordinates (Å):
C  -0.1263  0.6707  0.3648  0.594
C  -0.3588  -1.2096  -0.0044  0.427
C  0.0319  0.6381  1.8742  -1.431
C  -0.8669  -1.3670  -1.4290  -1.202
N  -1.3245  1.3597  -0.0315  -0.573
C  1.0430  0.8522  -0.4255  -0.522
O  0.7468  -1.8346  0.2972  -0.718
N  2.1185  0.1222  -0.1901  -0.398
H  1.7421  -0.9131  0.1636  0.321
H  -1.1644  -1.2699  0.7396  0.308
H  -1.4930  2.1960  0.5153  0.260
H  -1.3543  1.5895  -1.0161  0.239
H  2.8063  0.1181  -0.9342  0.264
H  0.9782  1.4452  -1.3395  0.305
H  -0.9029  0.3151  2.3356  0.409
H  0.2768  1.6361  2.2513  0.424
H  0.8192  -0.0488  2.1741  0.322
H  -0.0639  -1.1820  -2.1453  0.273
H  -1.7173  -0.7155  -1.6364  0.347
H  -1.1908  -2.4025  -1.5638  0.350

Forces on atoms 1 to 6 (eV/Å):
0.1 -0.2 0.0
0.3 0.3 0.0
0.0 0.0 -0.1
0.0 0.0 0.1
0.0 0.0 0.0
0.0 -0.4 0.1

=====

Repeat the third record exactly.
A single C5H12N2O molecule at a distorted geometry, computed with the ωB97M-V functional and the def2-TZVPD basis.

As for the energy relative to the best compared isomer or geometry (same formula, charge and spin): 808.80 kJ/mol. The total energy is -382.19447 Eh. Its multiplicity is 1. The frontier orbital gap comes out at 0.2236 Ha.

Each line ends with the Mulliken charge.
Cartesian coordinates (Å):
C  0.1730  -1.2794  -0.7106  -0.648
C  1.5758  -0.8669  -0.1495  -0.789
C  1.8938  0.6531  -0.6982  -0.499
N  1.3122  1.5264  0.2012  -0.596
C  -0.8531  -0.1669  -0.4327  0.430
N  -0.8896  -0.0862  1.0756  -0.372
C  -2.3876  0.0907  1.3401  -0.897
O  -1.6570  0.1321  -1.4160  -0.569
H  0.4691  -1.4989  -1.7352  0.316
H  -0.1755  -2.2033  -0.2829  0.353
H  2.3757  -1.5801  -0.2345  0.501
H  1.2740  -0.7685  0.8864  0.376
H  2.9888  0.5193  -0.7265  0.358
H  1.4509  0.9145  -1.6819  0.329
H  1.4262  2.5330  0.0315  0.158
H  -0.4399  0.8004  1.2843  0.364
H  -0.3212  0.8401  -0.6836  0.199
H  -2.8027  -0.8636  1.0359  0.319
H  -2.6245  0.5296  2.3111  0.330
H  -2.7884  0.7747  0.5859  0.336

Forces on atoms 1 to 6 (eV/Å):
2.4 0.3 -1.2
-2.6 2.0 0.0
0.8 -3.3 -0.4
-2.1 0.5 1.1
1.1 -2.5 -1.1
-3.8 1.0 -1.3

=====

Q: The lowest frontier orbital gap belongs to which entry?
A: number 3